Computed, not measured: a molecular structure, C56H48AgN7O4S in a non-equilibrium geometry, with ωB97M-V with the def2-TZVPD basis set.

Geometry (Å):
Ag (-1.36, -0.38, -0.53)
C (-3.43, 3.83, 0.48)
O (-3.74, 3.40, -0.84)
C (-3.07, 2.24, -1.02)
N (-2.32, 1.85, -0.07)
C (-2.32, 2.85, 0.96)
C (-2.59, 2.31, 2.34)
C (-3.16, 1.06, 2.52)
C (-3.47, 0.61, 3.79)
C (-3.21, 1.40, 4.90)
C (-2.62, 2.64, 4.72)
C (-2.31, 3.09, 3.45)
C (-3.12, 1.54, -2.30)
C (-3.37, 2.20, -3.50)
C (-3.14, 1.54, -4.69)
C (-2.63, 0.25, -4.65)
C (-2.46, -0.36, -3.40)
N (-2.74, 0.26, -2.25)
C (-1.83, -1.66, -3.27)
N (-1.53, -2.20, -2.15)
C (-0.82, -3.43, -2.43)
C (-0.61, -3.38, -3.96)
O (-1.44, -2.31, -4.39)
C (0.49, -3.57, -1.69)
C (1.29, -2.48, -1.39)
C (2.53, -2.67, -0.79)
C (2.97, -3.94, -0.49)
C (2.16, -5.03, -0.76)
C (0.93, -4.85, -1.36)
H (-4.33, 3.73, 1.11)
H (-3.12, 4.87, 0.45)
H (-1.33, 3.34, 0.96)
H (-3.35, 0.43, 1.66)
H (-3.92, -0.37, 3.92)
H (-3.47, 1.06, 5.89)
H (-2.41, 3.26, 5.58)
H (-1.85, 4.06, 3.31)
H (-3.70, 3.23, -3.49)
H (-3.30, 2.03, -5.64)
H (-2.34, -0.28, -5.54)
H (-1.47, -4.27, -2.15)
H (-0.92, -4.29, -4.49)
H (0.43, -3.14, -4.21)
H (0.95, -1.48, -1.61)
H (3.16, -1.81, -0.59)
H (3.94, -4.09, -0.05)
H (2.49, -6.03, -0.52)
H (0.31, -5.70, -1.59)
N (-8.47, -3.51, 1.52)
C (-7.47, -3.06, 1.19)
C (-6.24, -2.49, 0.79)
C (-5.03, -3.19, 0.89)
C (-3.86, -2.55, 0.53)
N (-3.83, -1.30, 0.09)
C (-4.97, -0.64, -0.04)
C (-6.20, -1.18, 0.30)
H (-5.02, -4.21, 1.26)
H (-2.90, -3.04, 0.60)
H (-4.90, 0.37, -0.42)
H (-7.11, -0.61, 0.20)
N (-0.92, -1.36, 1.57)
S (0.59, -1.48, 1.98)
C (1.12, 0.12, 2.66)
C (2.17, 0.76, 2.03)
C (2.52, 2.05, 2.41)
C (1.82, 2.67, 3.44)
C (0.78, 2.02, 4.07)
C (0.41, 0.74, 3.67)
C (0.59, -2.37, 3.59)
C (-0.49, -3.18, 3.89)
C (-0.49, -3.92, 5.06)
C (0.59, -3.85, 5.92)
C (1.67, -3.04, 5.61)
C (1.68, -2.31, 4.44)
H (-1.50, -0.93, 2.29)
H (2.71, 0.26, 1.25)
H (3.30, 2.57, 1.89)
H (2.08, 3.68, 3.73)
H (0.22, 2.50, 4.86)
H (-0.42, 0.24, 4.15)
H (-1.31, -3.23, 3.19)
H (-1.33, -4.55, 5.31)
H (0.60, -4.43, 6.84)
H (2.52, -2.99, 6.28)
H (2.52, -1.68, 4.19)
C (5.80, -0.33, -4.56)
C (5.58, 0.04, -3.13)
C (6.46, -0.45, -2.17)
C (6.28, -0.20, -0.83)
C (5.18, 0.54, -0.42)
C (4.28, 1.03, -1.36)
N (3.10, 1.63, -0.87)
C (2.62, 2.86, -1.29)
C (3.46, 3.97, -1.38)
C (2.93, 5.21, -1.70)
C (1.57, 5.36, -1.96)
C (0.75, 4.25, -1.91)
C (1.25, 3.00, -1.57)
C (0.35, 1.80, -1.66)
O (-0.56, 1.82, -2.50)
O (0.61, 0.81, -0.91)
C (4.50, 0.82, -2.73)
C (3.55, 1.43, -3.73)
H (6.62, -1.05, -4.64)
H (6.04, 0.54, -5.17)
H (4.90, -0.80, -4.97)
H (7.31, -1.05, -2.49)
H (6.98, -0.57, -0.10)
H (5.00, 0.74, 0.62)
H (2.30, 0.98, -0.79)
H (4.52, 3.85, -1.18)
H (3.58, 6.07, -1.73)
H (1.17, 6.33, -2.22)
H (-0.30, 4.33, -2.15)
H (3.62, 2.52, -3.69)
H (2.52, 1.16, -3.52)
H (3.79, 1.11, -4.74)

Computed properties:
HOMO energy, Ha: -0.2639
HOMO-LUMO gap, hartree: 0.257
Charge: 0
LUMO level, eV: -0.19